58
Properties=species:S:1:pos:R:3:mulliken_charge:R:1 method="wB97M-V/def2-TZVPD" homo_lumo_gap_ev=9.12 e_above_lowest_kcal_mol=30.9 smiles="CCCCS(=O)(=O)NC1=NCN(C2CCN(Cc3ccccc3)CC2)CN1" lumo_energy_ev=0.698
H -0.788 2.175 -0.978 0.421
C -1.952 1.853 0.794 -1.350
N 3.664 1.929 0.572 -0.604
H -2.050 2.286 1.795 0.418
O 4.307 -1.997 -2.006 -0.660
H -6.476 -0.596 0.618 0.384
C 0.304 -4.500 1.219 -1.247
C -5.700 -0.446 -0.118 -0.627
H 2.374 1.193 -2.237 0.389
C 0.498 2.363 0.758 -0.405
H -5.299 0.168 -3.413 0.397
H -7.077 -0.177 -1.738 0.382
H -0.511 0.616 2.617 0.513
H -1.274 -0.054 -1.084 0.130
C 3.496 1.410 -0.579 0.274
C -5.041 -0.017 -2.380 -0.667
O 2.175 -0.781 -1.933 -0.661
C -3.364 -0.295 -0.677 -0.017
H 1.656 0.684 1.467 0.886
N 4.228 0.268 -0.935 -0.285
H -0.286 -0.877 1.691 0.368
C -0.441 0.202 1.604 -1.984
C 1.498 -3.578 1.428 -0.466
H 5.020 0.112 -0.331 0.393
H 2.380 3.932 -1.547 0.289
H 0.388 2.766 1.776 0.303
C -4.372 -0.491 0.260 -0.252
C 0.749 0.853 0.884 0.526
S 3.406 -1.150 -1.292 1.103
H -2.903 1.984 0.272 0.496
H -4.097 -0.666 1.289 0.380
N 2.685 1.876 -1.561 -0.097
H 1.251 -2.824 2.179 0.312
C 3.049 -1.913 0.318 -0.846
C 1.902 -2.884 0.127 -0.711
C -3.711 -0.056 -1.999 -0.370
N 1.579 3.154 0.172 0.123
H -1.052 3.645 -0.030 0.348
H 3.966 -2.409 0.622 0.665
C 2.840 3.078 0.888 -0.734
H 1.050 -2.336 -0.280 0.253
C -6.039 -0.210 -1.441 -0.387
H 2.197 -3.628 -0.616 0.551
H 2.801 -1.112 1.009 0.306
H 2.645 3.049 1.963 0.403
H 2.344 -4.157 1.807 0.442
H -2.936 0.097 -2.737 0.396
H 0.915 2.966 -1.801 0.450
C -1.923 -0.353 -0.246 -0.047
H 0.031 -4.988 2.151 0.390
C -0.832 2.579 0.034 -0.871
C 1.843 3.025 -1.234 -0.872
H 0.538 -5.267 0.484 0.358
H -0.556 -3.938 0.862 0.211
H -1.676 -1.392 0.003 0.275
H 3.411 3.991 0.672 0.364
N -1.716 0.432 0.961 0.315
H 0.880 0.405 -0.104 -0.055


53
Properties=species:S:1:pos:R:3:mulliken_charge:R:1 method="wB97M-V/def2-TZVPD" homo_lumo_gap_ev=9.46 e_above_lowest_kcal_mol=2.7 smiles="C=C1CCC[C@]2(C)C[C@H]3OC(=O)[C@H](CNCC(C)C)[C@H]3C[C@@H]12" lumo_energy_ev=0.661
H -2.956 0.590 -0.650 0.284
C 2.883 0.353 -0.550 1.786
C -1.214 0.450 0.616 0.274
H 0.361 2.711 -0.164 0.455
H -4.762 -3.306 2.304 0.318
H -5.891 -4.063 -0.416 0.395
H -2.297 -1.052 -0.502 0.177
H -0.069 -1.439 -1.051 0.365
H 4.676 -0.614 -1.275 0.481
H 2.057 3.780 1.069 0.297
H 4.948 3.667 -1.173 0.411
H 3.995 2.895 -2.448 0.336
H 1.896 1.725 -1.869 0.595
C -4.698 -1.015 0.704 -1.042
C 5.059 1.506 -1.195 -0.599
H 3.668 1.125 1.322 0.412
C 0.534 -0.743 -0.447 0.090
C 2.147 1.690 -0.800 0.509
H 1.056 1.635 1.052 0.578
H -6.338 -2.450 -0.976 0.417
C 3.283 0.191 0.919 -2.002
H 2.440 -0.124 1.524 0.413
O -0.803 -0.757 2.705 -0.637
H 1.897 -0.819 -2.065 0.431
C 3.083 2.838 -0.521 0.429
C 1.965 -0.804 -0.974 -2.255
H -3.904 -2.589 -0.533 0.092
C 4.134 0.319 -1.445 -1.433
H -1.444 1.368 1.161 0.778
H 5.449 1.468 -0.178 0.331
C -0.544 -0.553 1.557 0.046
C -0.129 0.643 -0.446 0.412
H -0.541 0.870 -1.432 0.726
H -3.546 0.310 1.747 0.233
H 4.054 -0.571 1.011 0.434
C -4.048 -3.305 1.483 -1.321
H 2.401 -1.751 -0.652 0.511
C -4.594 -2.496 0.312 0.974
C 2.909 3.757 0.414 -1.326
H -3.863 -4.335 1.186 0.400
N -3.417 -0.486 1.133 -0.060
H -3.121 -2.863 1.838 0.277
H 5.908 1.459 -1.880 0.419
O 0.438 -1.193 0.906 -0.409
C 4.301 2.819 -1.400 -0.939
C 0.842 1.742 -0.011 -2.030
H -5.390 -0.931 1.544 0.507
C -2.516 -0.140 0.060 -1.262
H -6.677 -2.933 0.687 0.356
C -5.960 -3.017 -0.127 -1.668
H 3.630 4.544 0.559 0.337
H 3.824 0.333 -2.493 0.386
H -5.117 -0.441 -0.143 0.311


54
Properties=species:S:1:pos:R:3:mulliken_charge:R:1 method="wB97M-V/def2-TZVPD" homo_lumo_gap_ev=8.96 e_above_lowest_kcal_mol=468.7 smiles=Cc1cccc(OC[C@@H](O)CN2C(C)(C)CC(O)CC2(C)C)c1 lumo_energy_ev=0.652
N -1.363 0.186 1.070 0.944
H 2.512 -3.530 -2.112 0.072
H 5.136 1.735 -2.704 0.486
C 3.836 -0.132 -1.931 -0.496
H -4.668 -0.585 0.369 0.513
H 1.451 -0.381 1.389 0.440
H -0.434 -2.655 1.177 0.892
C -1.484 2.156 -0.349 -1.965
H 0.920 1.473 0.253 0.457
H -1.324 3.055 -0.772 0.624
C 4.139 -2.584 -3.226 -0.564
H -3.915 2.448 1.276 0.222
H -2.030 -1.859 2.555 0.297
C -0.851 -0.667 -0.041 -1.799
H -1.607 -1.150 -0.490 0.977
H -2.917 0.161 3.462 0.276
H 0.556 -2.539 -1.112 0.532
H 5.656 -1.618 -4.315 0.127
H -4.415 0.400 2.629 0.259
H -2.556 -2.424 1.231 0.848
C -3.813 -0.072 0.304 -2.407
H -1.267 1.790 -1.319 0.558
C 3.115 -2.379 -2.423 0.429
H 5.279 1.296 -4.241 0.381
H 4.519 -3.678 -3.725 0.166
H -0.150 -0.171 -0.707 0.389
H -2.769 2.358 -0.484 0.045
H 3.357 0.691 -1.633 0.349
C -2.954 -1.678 1.688 -2.453
H -3.912 0.744 0.039 1.073
C 5.456 0.935 -3.217 -2.164
C -3.326 0.641 2.529 -1.071
C 0.252 1.667 1.036 -2.813
H 1.713 -2.857 0.193 0.463
H -3.323 -0.591 -0.792 0.195
H -3.289 2.726 4.092 0.365
H 6.298 0.722 -3.197 0.641
H -3.675 -2.082 2.331 0.396
C 4.533 -0.240 -2.873 0.625
C 1.105 -2.193 -0.323 -1.461
H 0.683 2.883 1.161 0.234
O 1.910 -1.185 -0.845 -0.160
H -1.675 3.462 1.753 0.292
C -3.427 2.031 2.269 0.098
C -1.174 1.492 0.931 2.293
C -1.730 2.339 2.125 -1.110
C 0.160 -1.933 0.743 -0.160
C 4.760 -1.557 -3.490 -0.282
H -1.118 2.009 3.036 0.369
C -2.825 -0.070 1.365 1.640
C 2.990 -1.284 -1.669 0.316
H 0.617 1.219 1.909 0.834
O 0.871 -1.340 1.703 -0.643
O -3.834 2.817 3.372 -0.569


65
Properties=species:S:1:pos:R:3:mulliken_charge:R:1 method="wB97M-V/def2-TZVPD" homo_lumo_gap_ev=9.35 e_above_lowest_kcal_mol=0.0 lumo_energy_ev=0.386
H 3.386 -7.796 -0.664 0.408
H -3.814 8.252 -1.003 0.361
H -3.444 2.589 2.405 0.377
H -3.382 5.261 -1.190 0.360
C 1.572 -2.896 -1.441 -0.654
H 2.168 -4.744 2.254 0.394
H 2.288 -3.722 -1.360 0.250
H 3.760 -4.368 1.539 0.390
H 2.401 4.777 -0.923 0.454
C -4.161 7.634 -0.125 -0.680
O -0.267 4.447 -1.316 -0.446
H 2.479 -1.453 -0.072 0.316
H -0.092 -3.518 -2.714 0.367
C -2.696 1.222 -0.804 -0.257
H 0.033 -0.681 0.641 0.458
H 2.344 3.452 -2.122 0.267
H -3.275 6.093 1.152 0.297
H 4.414 -6.058 3.106 0.343
O 0.121 2.482 0.192 -0.292
B -1.197 2.893 0.504 0.521
H -5.564 1.104 1.982 0.315
O -1.616 -2.802 0.205 -0.722
O 3.256 -5.092 -0.919 -0.808
C 3.626 -6.362 2.415 -0.739
H -5.017 7.022 -0.509 0.377
C -2.485 5.893 -0.905 -0.775
C -3.887 0.412 -1.024 -0.487
B 0.603 3.512 -0.670 0.374
C 3.017 -5.149 1.705 -0.615
H 4.409 -8.288 1.743 0.365
H -2.080 7.372 0.734 0.348
H 2.610 1.865 0.251 -0.015
H -5.833 -0.218 -0.210 0.341
C 3.043 -7.412 0.295 -0.804
H -2.230 6.484 -1.825 0.310
C -2.936 6.770 0.329 -0.339
H 2.855 -6.870 3.001 0.312
C -2.513 2.017 0.432 0.671
O 3.683 3.492 0.974 -0.555
O -1.343 4.287 0.833 -0.332
C 4.153 -7.310 1.334 -0.549
C -4.923 0.394 0.005 -0.463
H 1.871 -2.285 -2.299 0.461
H 2.210 -8.011 0.665 0.357
O 1.022 -5.739 0.073 -0.744
H 1.460 -2.671 0.707 0.167
C -4.733 1.160 1.233 -0.476
C 1.560 -2.032 -0.176 -0.388
C 0.341 -1.125 -0.304 -0.576
S 2.463 -5.734 0.104 1.231
B -1.322 4.878 -0.472 0.233
S -0.945 -2.199 -0.921 1.307
H 4.004 2.428 -0.760 0.278
C -3.546 1.986 1.471 -0.626
C 0.145 -3.415 -1.656 -0.627
C 2.174 3.672 -1.027 -0.826
H -0.017 -4.361 -1.146 0.307
H 5.054 -6.888 0.880 0.284
H -3.954 -0.135 -1.988 0.342
H -1.902 1.248 -1.593 0.226
C 3.122 2.776 -0.149 0.035
O -1.667 -1.511 -1.969 -0.695
H 3.515 4.442 0.868 0.295
Br -4.828 8.870 1.273 -0.212
H 0.509 -0.344 -1.049 0.205